C20H20BF6IN6O2S4SbSn as an isolated structure. Source: the Open Molecules 2025 dataset; level of theory: ωB97M-V with the def2-TZVPD basis set.

Results
* 2S+1: 2
* total charge: +2
* frontier orbital gap (spin up / spin down): 0.23347 / 0.20484 Eh
* energy above the lowest of the compared OMol25 structures with the same formula, charge and spin: 50.7 kcal/mol

Geometry as XYZ:
```
62
Properties=species:S:1:pos:R:3:forces:R:3:lowdin_charge:R:1
Sn 0.491286 0.223375 -1.175393 0.06 -0.14 -0.19 1.1869
C -0.395682 3.629413 -6.200634 0.00 0.00 0.00 0.0036
N -0.314297 2.175763 -6.065978 -0.01 0.01 -0.02 -0.0980
C -0.798021 1.280143 -6.933068 0.03 -0.04 0.00 0.0432
C -0.494405 0.022046 -6.424351 -0.05 0.01 -0.02 0.0259
N 0.144724 0.170274 -5.260400 -0.10 -0.04 -0.01 0.0146
B 0.713860 -1.046513 -4.427597 0.05 -0.05 0.14 -0.4424
N -0.447487 -1.825245 -3.703301 -0.15 0.03 -0.06 -0.0047
C -0.567759 -3.197684 -3.774026 0.01 0.03 -0.06 -0.0222
C -1.635282 -3.568733 -3.030353 0.00 0.00 0.02 -0.0011
N -2.169014 -2.419211 -2.499683 -0.13 0.01 -0.03 -0.1036
C -3.328572 -2.344797 -1.613331 0.04 -0.02 0.03 0.0064
C -1.440109 -1.374451 -2.915998 0.21 -0.02 0.02 -0.7271
S -1.730286 0.276683 -2.445549 0.18 0.19 0.13 0.6003
C 0.273500 1.511278 -5.006709 0.12 0.10 0.10 -0.7311
S 0.987986 2.284538 -3.725361 -0.09 -0.09 -0.03 0.7968
H -0.844289 3.855360 -7.163081 0.00 0.00 0.00 0.1049
H 0.602551 4.055053 -6.148311 0.00 0.00 0.00 0.0981
H -1.009317 4.035406 -5.400607 0.01 0.00 0.00 0.1013
H -1.301465 1.559574 -7.843062 0.00 0.00 0.00 0.1512
H -0.688551 -0.947885 -6.850552 -0.01 0.01 0.00 0.1522
H 1.192871 -1.811939 -5.211715 0.05 0.01 0.00 0.0912
H 1.523468 -0.620041 -3.649666 -0.07 0.04 0.06 0.0238
H 0.117961 -3.790759 -4.351770 0.00 0.01 0.00 0.1323
H -2.059346 -4.537223 -2.833966 0.00 0.00 0.00 0.1388
H -3.828085 -3.308569 -1.628305 0.00 0.00 0.01 0.1050
H -4.010529 -1.576765 -1.967166 -0.01 0.00 0.00 0.0918
H -3.003828 -2.110080 -0.601994 -0.03 -0.01 -0.01 0.0796
F 1.438938 -1.494269 1.414014 -0.02 -0.02 -0.04 -0.3792
Sb -0.368482 -1.796662 1.890191 0.18 0.28 0.27 1.3690
F -0.447149 0.100627 2.146828 -0.01 -0.15 -0.04 -0.3833
F -0.743911 -1.405880 0.001047 0.02 0.12 -0.02 -0.4850
F -2.200074 -1.881174 2.211104 -0.09 -0.05 -0.06 -0.3175
F -0.263820 -3.605904 1.478054 0.03 0.00 0.00 -0.3121
F 0.102586 -1.995652 3.710631 -0.06 -0.04 -0.05 -0.3944
O 1.168140 -2.781595 6.808240 -0.01 0.00 0.01 -0.2024
S 2.491104 -2.373293 6.508844 -0.02 0.04 0.04 0.7467
O 3.508130 -3.217051 6.014518 0.01 0.00 -0.01 -0.1916
N 2.333938 -0.992086 5.334640 0.09 0.07 -0.03 -0.2046
C 2.237506 0.081548 6.085975 0.02 -0.07 0.01 -0.5305
S 0.922225 0.152600 5.050857 -0.03 0.00 0.00 1.1421
C 2.832025 0.102678 7.386502 -0.01 -0.09 0.01 -0.1769
C 3.104081 1.143205 8.261874 0.00 -0.01 0.01 0.0346
C 3.686633 0.819187 9.478874 0.00 0.00 0.00 -0.0117
C 3.968037 -0.503076 9.809739 0.00 0.00 0.00 0.0068
C 3.675150 -1.558708 8.942755 -0.01 0.00 -0.01 0.0109
C 3.108783 -1.231282 7.737082 0.00 0.03 0.00 -0.1906
H 2.899073 2.169403 7.989926 0.00 0.00 0.00 0.1359
H 3.926203 1.604666 10.181714 0.00 0.00 0.00 0.1279
H 4.412006 -0.724190 10.771098 0.00 0.00 0.00 0.1315
H 3.870227 -2.585289 9.221889 0.00 0.00 0.00 0.1418
I 2.812256 3.488491 3.266525 -0.02 0.00 0.01 0.9513
C 1.246012 3.358076 1.908268 0.00 -0.01 -0.02 -0.7020
C 0.267746 4.339129 1.832432 0.00 0.01 0.02 -0.0903
C -0.743234 4.209858 0.892052 -0.01 -0.03 -0.01 -0.0153
C -0.738785 3.113409 0.052638 -0.02 -0.01 0.00 -0.1027
N 0.212659 2.176425 0.127430 -0.18 -0.14 -0.17 -0.1243
C 1.180705 2.283520 1.040184 0.04 0.02 0.04 -0.2442
H 0.290607 5.192669 2.496727 0.00 0.00 0.00 0.1141
H -1.526047 4.950391 0.813125 0.00 0.00 -0.01 0.1250
H -1.509230 2.967001 -0.693483 0.00 0.00 0.00 0.1142
H 1.910452 1.481561 1.079580 0.02 0.02 -0.01 0.0889
```
Forces are in eV/Å.

=====

C20H20BrN4O5Y as an isolated structure. Source: the Open Molecules 2025 dataset; level of theory: ωB97M-V with the def2-TZVPD basis set.

Results
* 2S+1: 1
* frontier orbital gap: 0.27294 Eh

Geometry as XYZ:
```
51
Properties=species:S:1:pos:R:3:forces:R:3:lowdin_charge:R:1
Y 0.302287 -2.042044 -0.897203 0.30 0.26 0.79 1.4451
O 0.141552 3.283065 -2.334449 0.01 -0.05 -0.10 0.0504
C -0.989743 2.748806 -2.894831 0.19 0.11 0.12 -0.2694
C -1.752186 3.619239 -3.662772 -0.13 -0.09 -0.03 -0.0193
C -2.915284 3.167156 -4.260942 0.02 -0.02 0.00 -0.0840
C -3.314942 1.845719 -4.103860 0.01 0.06 -0.01 -0.0854
C -2.544629 0.987651 -3.339225 -0.05 -0.10 0.11 -0.0185
C -1.382991 1.421291 -2.710218 -0.09 0.07 -0.23 -0.1037
C -0.564513 0.435465 -1.904717 -0.28 -0.23 0.01 -0.4297
O -1.161964 -0.796510 -1.741543 -0.23 0.69 -0.01 -0.3065
N -0.283437 1.087044 -0.580412 0.28 -0.12 0.40 0.0009
N 0.020358 0.183124 0.402163 -0.15 0.23 -0.43 -0.0563
C -0.159282 0.493845 1.621998 0.15 -0.61 0.31 -0.1718
C 0.072988 -0.487258 2.702010 -0.07 0.73 0.05 -0.6092
Br -0.146931 -2.325080 2.274546 -0.01 -0.13 -0.18 0.8380
C 0.293006 -0.176736 3.981242 0.02 0.19 0.07 -0.0980
C 0.494609 1.186135 4.518450 -0.07 -0.31 -0.21 -0.2252
C -0.016744 1.476502 5.783060 0.03 0.06 0.06 -0.0353
C 0.131726 2.741460 6.326653 0.01 -0.05 -0.06 -0.0708
C 0.807750 3.724150 5.614640 -0.03 0.04 0.05 -0.0769
C 1.338330 3.437393 4.366503 0.02 -0.05 -0.05 -0.0681
C 1.186906 2.171655 3.817729 0.02 0.14 0.08 -0.0461
H 0.630145 2.603424 -1.856605 -0.02 -0.05 0.08 0.0800
H -1.411272 4.638189 -3.784990 0.01 0.01 0.02 0.1165
H -3.507555 3.847451 -4.859257 0.01 0.00 -0.01 0.1024
H -4.215896 1.485324 -4.580990 0.00 0.00 0.00 0.0998
H -2.829944 -0.047291 -3.205680 0.03 0.01 -0.01 0.1134
H 0.420023 0.296795 -2.388979 0.04 0.17 -0.02 0.1382
H -0.975346 1.771596 -0.294506 -0.17 -0.04 -0.05 0.1424
H -0.528471 1.472537 1.923307 -0.02 0.01 0.00 0.1384
H 0.303020 -0.971748 4.717747 -0.01 -0.05 -0.04 0.1070
H -0.536624 0.703316 6.335571 -0.01 0.01 0.01 0.1161
H -0.275210 2.958864 7.304915 0.00 0.01 0.00 0.1071
H 0.930555 4.711012 6.040947 0.00 0.00 -0.01 0.1065
H 1.884473 4.195899 3.821570 0.00 0.00 0.00 0.1086
H 1.636886 1.946517 2.859708 0.02 -0.02 0.01 0.1143
N 2.348319 -3.265861 0.070834 -0.26 -0.16 -0.28 -0.0596
C 1.847601 -4.669398 -0.011144 -0.02 -0.14 0.06 -0.1747
C 1.200130 -4.897143 -1.387740 -0.16 0.13 -0.27 -0.5700
O 1.720379 -5.692522 -2.154571 0.08 -0.01 0.04 0.0462
N 0.144137 -4.082038 -1.646545 0.19 -0.16 -0.36 -0.1345
C -0.062395 -3.781296 -3.082070 0.09 -0.46 -0.12 -0.1385
C 0.763714 -2.561633 -3.603845 0.47 0.18 0.93 -0.5993
O 0.711526 -2.201331 -4.747454 -0.05 -0.12 -0.13 0.0858
O 1.486789 -1.960806 -2.640224 -0.21 -0.19 -0.75 -0.2195
H 3.046932 -3.138376 -0.655579 0.07 0.03 -0.05 0.0935
H 2.807908 -3.112669 0.957450 0.04 0.02 0.13 0.0760
H 1.124194 -4.819184 0.793963 -0.01 -0.02 -0.01 0.0907
H 2.648792 -5.400901 0.086387 0.00 0.03 0.09 0.1155
H -1.112102 -3.578506 -3.298044 -0.01 0.00 0.03 0.1163
H 0.242414 -4.632272 -3.693001 -0.06 0.00 -0.02 0.1213
```
Forces are in eV/Å.

=====

Here are the calculated max |F| numbers, same order: 0.4 1.1 (eV/Å).